# 1
DFT (ωB97M-V/def2-TZVPD) results for C61H45FeN5O3S6Si as an isolated structure at a distorted geometry.

Geometry as XYZ:
```
122
C61H45FeN5O3S6Si (ωB97M-V/def2-TZVPD)
Fe 0.236 0.698 0.250
C -1.805 -1.530 -2.024
C -2.071 -0.780 -0.765
N -1.385 -0.993 0.336
N -2.165 -0.798 1.520
C -1.529 -0.354 2.530
S 0.174 0.015 2.571
S -2.380 -0.198 4.062
C -4.089 0.018 3.464
C -4.801 -1.273 3.129
C -5.157 -1.559 1.815
C -5.813 -2.744 1.503
C -6.118 -3.659 2.502
C -5.764 -3.381 3.818
C -5.110 -2.195 4.126
C -3.081 0.248 -0.726
C -4.278 0.169 -1.455
C -5.252 1.134 -1.347
C -5.016 2.248 -0.517
C -3.827 2.405 0.146
C -2.790 1.425 0.061
O -1.671 1.595 0.630
H -1.501 -2.555 -1.830
H -1.021 -1.051 -2.614
H -2.706 -1.520 -2.638
H -4.042 0.679 2.600
H -4.581 0.536 4.288
H -4.904 -0.852 1.031
H -6.079 -2.951 0.471
H -6.625 -4.587 2.259
H -5.995 -4.092 4.604
H -4.818 -1.986 5.151
H -4.465 -0.706 -2.068
H -6.191 1.027 -1.873
H -5.788 3.003 -0.405
H -3.645 3.278 0.762
S 4.871 -3.004 -0.372
C 6.332 -3.839 -0.060
C 7.286 -3.000 0.427
C 6.825 -1.658 0.550
C 5.522 -1.491 0.153
C 4.711 -0.276 0.198
C 3.333 -0.330 -0.012
N 2.462 0.653 0.128
C 3.014 1.903 0.444
C 4.429 2.071 0.590
C 4.960 3.397 0.812
C 4.160 4.470 0.853
C 2.726 4.326 0.738
C 1.878 5.405 0.761
C 0.483 5.210 0.668
C 0.037 3.882 0.601
N 0.808 2.816 0.570
C 2.178 3.012 0.592
C -0.449 6.328 0.659
C -0.173 7.675 0.615
C -1.336 8.498 0.620
C -2.491 7.786 0.668
S -2.170 6.098 0.705
C 5.256 0.978 0.500
H 6.398 -4.903 -0.238
H 8.283 -3.325 0.700
H 7.429 -0.850 0.946
H 2.925 -1.287 -0.308
H 6.036 3.501 0.916
H 4.567 5.469 0.978
H 2.297 6.402 0.856
H -1.027 3.671 0.579
H 0.835 8.067 0.568
H -1.308 9.580 0.585
H -3.510 8.147 0.672
H 6.325 1.107 0.646
C -2.490 -5.060 2.914
C -1.670 -4.244 3.684
C -0.800 -3.350 3.072
C -0.725 -3.221 1.682
C -1.565 -4.050 0.930
C -2.429 -4.965 1.529
Si 0.361 -1.831 0.840
C 0.890 -2.606 -0.866
C 1.252 -1.847 -1.987
C 1.767 -2.419 -3.145
C 1.949 -3.792 -3.221
C 1.590 -4.584 -2.137
C 1.069 -3.999 -0.987
C 1.997 -2.369 1.892
C 2.243 -3.737 2.097
C 3.292 -4.211 2.882
C 4.160 -3.320 3.496
C 3.950 -1.959 3.319
C 2.890 -1.506 2.541
H -3.175 -5.756 3.385
H -1.715 -4.296 4.767
H -0.167 -2.721 3.694
H -1.559 -3.977 -0.154
H -3.065 -5.590 0.911
H 1.127 -0.766 -1.966
H 2.009 -1.783 -3.990
H 2.362 -4.240 -4.118
H 1.718 -5.661 -2.180
H 0.779 -4.655 -0.178
H 1.584 -4.471 1.652
H 3.424 -5.281 3.012
H 4.981 -3.680 4.108
H 4.616 -1.239 3.786
H 2.766 -0.430 2.450
O 1.744 0.163 -6.332
S 0.388 0.429 -5.921
O -0.652 -0.265 -6.636
N 0.222 0.257 -4.311
C 0.008 1.413 -3.706
S -0.183 1.696 -2.061
C -0.090 2.583 -4.658
C -0.361 3.910 -4.375
C -0.485 4.800 -5.438
C -0.337 4.370 -6.755
C -0.040 3.043 -7.034
C 0.081 2.177 -5.963
H -0.476 4.225 -3.344
H -0.706 5.842 -5.237
H -0.466 5.075 -7.569
H 0.088 2.693 -8.051
```

Output
Total charge: -2
LUMO energy (alpha / beta) in eV: 3.813 / 3.811
Frontier orbital gap (alpha / beta) in eV: 4.176 / 5.488
2S+1: 5

# 2
DFT (ωB97M-V/def2-TZVPD) results for C61H55BaBrCl2NO6P3Si as an isolated structure at a distorted geometry.

Geometry as XYZ:
```
131
C61H55BaBrCl2NO6P3Si (ωB97M-V/def2-TZVPD)
Ba 1.469 2.119 -0.643
C -3.321 -6.463 -1.644
C -4.185 -5.554 -2.290
C -3.837 -4.223 -2.333
C -2.661 -3.857 -1.713
C -1.754 -4.791 -1.173
C -2.137 -6.110 -1.026
P -2.144 -2.109 -1.514
C -3.122 -1.192 -2.827
C -3.653 0.071 -2.511
C -4.603 0.609 -3.406
C -4.885 0.021 -4.646
C -4.174 -1.100 -4.999
C -3.301 -1.749 -4.111
C -3.031 -1.684 -0.015
C -4.426 -1.688 -0.154
C -5.188 -1.378 0.952
C -4.694 -1.043 2.164
C -3.309 -1.018 2.262
C -2.424 -1.302 1.223
Si -0.535 -1.271 1.651
C -0.210 -0.573 3.339
C 0.033 -1.459 4.372
C -0.257 -1.142 5.702
C -0.704 0.138 6.047
C -0.637 1.132 5.041
C -0.401 0.798 3.710
P -0.295 2.277 2.634
C -1.857 3.261 2.376
C -1.909 4.264 1.365
C -3.066 5.065 1.359
C -4.029 4.887 2.350
C -4.003 3.842 3.245
C -2.950 2.945 3.182
C 0.849 3.379 3.570
C 1.959 2.837 4.299
C 2.836 3.759 4.925
C 2.773 5.093 4.662
C 1.775 5.613 3.833
C 0.864 4.767 3.260
C -0.038 -3.138 1.715
C -0.921 -4.252 1.810
C -0.466 -5.543 1.920
C 0.906 -5.765 2.024
C 1.863 -4.723 2.024
C 1.387 -3.411 1.766
P 2.372 -2.205 0.700
C 2.613 -2.963 -0.922
C 3.488 -4.092 -1.225
C 3.286 -4.829 -2.401
C 2.235 -4.492 -3.297
C 1.331 -3.484 -2.945
C 1.544 -2.733 -1.793
C 4.013 -2.277 1.492
C 5.264 -2.179 0.777
C 6.412 -2.148 1.549
C 6.392 -2.095 2.945
C 5.188 -2.068 3.642
C 3.985 -2.160 2.911
H -3.508 -7.545 -1.688
H -5.130 -5.851 -2.744
H -4.412 -3.559 -2.958
H -0.745 -4.476 -0.974
H -1.545 -6.832 -0.493
H -3.614 0.434 -1.481
H -5.123 1.565 -3.140
H -5.618 0.427 -5.321
H -4.331 -1.408 -6.024
H -2.790 -2.663 -4.356
H -4.913 -1.763 -1.133
H -6.296 -1.469 0.830
H -5.348 -0.808 3.023
H -2.913 -0.804 3.288
H 0.405 -2.451 4.273
H -0.225 -1.930 6.446
H -0.968 0.351 7.061
H -0.695 2.176 5.223
H -1.114 4.339 0.605
H -3.241 5.855 0.566
H -4.860 5.578 2.327
H -4.770 3.725 4.012
H -2.970 2.098 3.867
H 2.051 1.761 4.445
H 3.595 3.427 5.609
H 3.501 5.765 5.057
H 1.782 6.694 3.634
H 0.061 5.182 2.642
H -1.985 -4.015 1.852
H -1.150 -6.372 1.904
H 1.219 -6.777 2.106
H 2.901 -4.968 2.144
H 4.181 -4.382 -0.452
H 3.833 -5.716 -2.606
H 2.065 -4.985 -4.245
H 0.430 -3.318 -3.567
H 0.779 -1.965 -1.609
H 5.261 -2.208 -0.285
H 7.385 -2.067 1.063
H 7.318 -2.151 3.475
H 5.176 -2.149 4.710
H 3.026 -2.294 3.406
O -1.303 2.274 -1.226
H -1.325 2.986 -1.991
H -2.064 1.726 -1.472
O 3.116 0.847 0.834
H 4.105 0.823 0.837
H 2.872 -0.129 0.804
O 1.415 4.911 -0.604
H 1.911 5.747 -0.434
H 0.966 5.044 -1.454
O 2.391 0.437 -2.741
H 2.177 1.087 -3.512
H 2.357 -0.424 -3.182
Cl 5.454 5.371 0.777
C 5.282 4.719 -0.827
Cl 4.702 2.942 -1.054
H 6.268 4.707 -1.327
H 4.524 5.300 -1.379
Br 1.864 2.941 -8.833
C 0.790 3.801 -7.500
C 0.050 4.965 -7.805
N -0.523 5.641 -6.833
C -0.425 5.223 -5.588
C 0.226 4.050 -5.223
C 0.846 3.293 -6.242
C 0.441 3.859 -3.753
O -0.386 4.356 -2.920
O 1.400 3.025 -3.402
H 0.006 5.299 -8.827
H -0.822 5.837 -4.764
H 1.272 2.277 -6.064
```

Output
LUMO energy in eV: -0.228
Frontier orbital gap in eV: 4.558
2S+1: 1

| no. | calculated total energy (eV) |
| --- | --- |
| 1 | -184860.114 |
| 2 | -209449.593 |